No. 1
99
Properties=species:S:1:pos:R:3:forces:R:3:lowdin_charge:R:1 method="wB97M-V/def2-TZVPD" total_charge=0 smiles="O=NOCP(Cl)Cl.O=C1OCCO1.O=C1OCCO1.O=C1OCCO1.O=C1OCCO1.O=C1OCCO1.O=C1OCCO1.O=C1OCCO1.O=C1OCCO1.O=C1OCCO1" homo_lumo_gap_ev=8.6 energy_ev=-124851.576 lumo_energy_ev=-0.2 homo_energy_ev=-8.8
O 0.9036 -0.1918 4.1767 -0.04 0.03 -0.18 0.11
H 1.1167 3.8903 -0.6691 -0.03 -0.04 0.00 0.13
O 5.3523 -0.2419 9.0738 0.05 0.01 0.05 0.16
O -1.2696 0.8924 -0.9894 0.11 0.08 -0.29 0.15
H 0.4685 -11.0415 2.1097 -0.05 0.03 0.00 0.13
O -3.6233 -5.1218 -2.6297 0.01 0.02 -0.06 0.16
O -0.3396 -0.2611 2.2839 0.25 0.12 0.57 0.04
O -2.3017 5.8586 -4.8624 0.00 0.05 0.10 0.16
O -0.6747 2.5574 -2.3751 0.07 0.00 0.40 0.06
H -3.7802 -7.6178 0.7845 0.04 -0.04 -0.18 0.12
H 0.2908 4.3333 -2.8909 -0.06 -0.19 -0.10 0.13
H -5.5429 -5.9886 0.5896 0.03 0.00 -0.05 0.13
H 1.2571 -2.3391 2.4751 -0.27 -0.35 0.00 0.08
C -1.1084 3.6473 -7.1421 0.16 -0.07 -0.34 -0.11
H 2.4042 0.2784 -4.7883 0.01 0.06 -0.01 0.14
C -1.1445 2.8382 -5.8716 0.10 -0.57 -0.07 -0.11
C 5.3339 5.3839 -8.7898 -0.03 0.14 -0.14 -0.57
O 3.6932 1.1334 8.4188 0.01 -0.12 -0.08 0.06
O -0.6089 2.8831 -0.1677 -0.01 -0.12 -0.05 0.06
H -0.7840 -11.6253 0.1326 -0.19 0.03 0.08 0.13
C 2.4696 3.0721 -4.7928 -0.15 0.03 -0.03 -0.55
O 4.7917 6.1084 -7.7818 0.20 -0.18 -0.05 0.07
O -4.2624 5.1214 3.5232 -0.02 -0.18 0.06 0.07
C -0.7477 -10.5644 0.3701 0.07 -0.21 -0.36 -0.12
O -0.8428 1.1895 3.9017 0.25 -0.21 -0.06 0.07
C -0.4448 3.9610 -2.1827 0.02 0.38 -0.21 -0.12
H -5.8196 3.8032 6.0081 -0.01 -0.16 -0.14 0.13
C 2.8830 1.1936 7.2425 -0.20 0.29 -0.11 -0.12
C 5.7258 4.2039 -6.9122 0.21 -0.19 0.21 -0.12
H -0.2300 2.2752 -5.7057 -0.09 0.16 0.17 0.11
H 6.7094 4.4842 -6.5265 -0.02 0.02 -0.04 0.13
C 4.6758 5.2506 -6.6409 -0.22 0.05 0.23 -0.12
H -4.3849 -5.0281 1.5322 0.04 0.15 -0.14 0.13
C 2.3541 0.9875 -3.9596 -0.16 -0.47 0.16 -0.10
H -0.6246 -9.9965 -0.5547 -0.01 0.03 0.05 0.14
C -4.9981 5.3584 4.7259 -0.15 0.35 0.16 -0.12
O -1.9548 -10.1463 1.0112 0.11 0.09 0.09 0.07
O -2.4189 -8.5367 2.5130 -0.03 -0.01 0.11 0.12
H 5.4575 3.2260 -6.5196 0.00 -0.04 -0.18 0.12
H -4.0489 3.9172 6.0502 0.00 0.01 -0.06 0.14
C 3.6955 1.5897 -3.6275 0.27 -0.21 0.25 -0.10
C 2.8217 -0.2486 6.8133 -0.24 -0.23 -0.35 -0.13
H 3.6691 4.8363 -6.6084 0.17 0.10 -0.07 0.10
H 4.8594 5.8033 -5.7216 -0.01 0.15 -0.13 0.14
O -4.8212 3.1113 4.3182 0.06 0.13 -0.07 0.07
O -0.2887 -9.1263 2.0928 -0.15 -0.06 -0.09 0.05
H 2.7560 -0.3631 5.7353 0.12 -0.10 0.05 0.11
H -0.2567 4.9335 -0.2469 -0.10 -0.14 0.11 0.14
C -4.5275 -5.5858 0.6088 -0.19 0.08 0.30 -0.11
Cl -1.8672 -2.9357 4.5861 0.88 -0.54 0.28 0.13
H -1.9956 2.1540 -5.8350 -0.03 0.08 0.01 0.14
O -1.3134 3.8393 -4.8693 -0.09 0.11 -0.28 0.03
H -1.2159 2.4076 2.2755 0.05 -0.01 0.00 0.12
H -1.3825 4.4961 -2.3341 0.02 -0.04 -0.01 0.14
H 3.3778 1.8292 6.5044 0.02 -0.05 0.02 0.13
O 4.0561 -0.7736 7.3111 -0.02 0.23 0.14 0.06
C -3.7598 -5.4794 -1.5055 0.04 0.04 -0.13 -0.57
O -4.3441 -4.7404 -0.5305 0.07 -0.15 -0.04 0.06
C 0.3012 -10.2282 1.4003 0.38 -0.15 0.01 -0.12
C -0.8879 2.0087 -1.1615 -0.09 -0.09 -0.30 -0.55
O 2.8284 -5.1747 4.8271 0.47 0.30 -0.42 0.09
O -3.3525 -6.6797 -1.0268 -0.12 0.19 0.01 0.06
N 2.9208 -4.1662 4.2479 -0.05 -0.36 1.20 -0.03
C -4.9327 4.0197 5.4169 -0.06 -0.07 0.41 -0.12
C -3.4804 -6.6480 0.4003 0.09 -0.25 0.20 -0.13
H -4.5424 6.1573 5.3066 0.12 0.00 -0.17 0.13
P -0.6440 -3.6938 3.0652 -1.26 0.66 -2.23 0.25
C -4.3028 3.7928 3.2701 -0.07 0.07 -0.17 -0.57
C -1.8813 4.9203 -5.4574 -0.05 0.15 -0.05 -0.56
H 3.7580 1.9306 -2.5919 -0.03 0.03 -0.04 0.14
C 0.0342 4.0171 -0.7554 0.20 0.31 0.11 -0.10
H -1.5298 3.1178 -7.9941 -0.15 0.17 0.02 0.13
H 4.5247 0.9156 -3.8293 0.04 0.16 -0.13 0.14
H 1.8851 0.5024 -3.1062 -0.17 0.15 -0.05 0.14
H -2.6615 1.8017 3.0897 0.02 -0.09 0.24 0.10
C -1.6177 0.3035 1.9333 -0.54 -0.06 -0.63 -0.09
O 1.5952 2.1299 -4.3740 0.43 0.09 0.03 0.04
C 1.1170 -3.0754 3.2781 0.78 -0.32 0.84 -0.44
H 1.2529 -9.9415 0.9585 -0.05 0.18 0.10 0.13
H -2.5179 -6.3757 0.8358 -0.03 0.03 -0.02 0.09
O 2.0534 -4.1551 3.1341 -0.83 0.16 -0.56 -0.22
C 4.4557 0.0131 8.3398 0.12 -0.10 0.07 -0.57
Cl -0.7144 -5.7724 2.9992 0.46 0.69 0.97 0.21
H -0.1007 3.9844 -7.3946 -0.02 0.03 0.08 0.13
C -1.6622 1.5487 2.7747 -0.04 0.06 -0.04 -0.10
C -0.0093 0.2089 3.5106 -0.16 0.09 0.02 -0.57
O 5.7797 4.1822 -8.3397 -0.07 0.10 0.06 0.06
C -1.6296 -9.2064 1.9300 -0.03 0.01 0.09 -0.58
O -1.9053 4.7867 -6.8043 0.03 -0.07 0.20 0.07
H -6.0185 5.6461 4.4641 0.03 -0.05 -0.02 0.14
H 1.9037 1.6097 7.4681 0.09 0.01 0.17 0.13
H 1.2855 -2.5207 4.2129 -0.15 -0.28 -0.14 0.07
H -2.4023 -0.4093 2.2004 0.13 -0.03 0.13 0.13
H 1.9945 -0.7888 7.2796 0.03 0.03 0.02 0.14
O -3.9289 3.2868 2.2615 -0.15 0.16 -0.10 0.15
O 3.7439 2.7297 -4.4922 -0.17 0.03 -0.03 0.06
O 2.1554 4.0731 -5.3547 -0.21 -0.07 0.10 0.16
H -1.6708 0.5058 0.8559 0.23 -0.23 0.60 0.10
O 5.4088 5.7478 -9.9163 0.02 -0.01 -0.07 0.17


No. 2
82
Properties=species:S:1:pos:R:3:forces:R:3:lowdin_charge:R:1 method="wB97M-V/def2-TZVPD" total_charge=0 smiles="CCC[C@H](C)c1c(CCOC=O)c2c(c(I)c1P(O)(O)=S)N(I)c1c(CCCCN)c(O)cc(CCCCS(=O)(=O)Cl)c1S2" homo_lumo_gap_ev=7.0 energy_ev=-117457.125 lumo_energy_ev=-1.3 homo_energy_ev=-8.4
C 3.3819 -2.8357 3.1457 -0.16 2.51 1.17 -0.28
H -0.3017 -6.6719 -2.7209 -2.11 -0.70 1.28 0.12
H 3.5014 4.1763 -2.6771 -2.11 -0.63 -1.38 0.09
S 4.2567 -4.4919 3.2004 -2.26 -4.63 -7.54 0.49
C 0.0333 4.1828 4.0114 -4.46 1.69 3.12 -0.17
H 0.2195 -3.8003 4.2934 -1.39 1.47 -2.18 0.11
O 5.0638 -4.6028 1.8522 -1.83 1.27 5.56 -0.43
I -4.2938 0.1729 0.4431 -0.01 0.06 0.02 0.84
H -0.1712 5.6260 0.9838 0.42 -1.53 1.78 0.13
H -1.0199 4.1377 1.8380 2.34 1.11 -0.60 0.13
H -2.8254 -6.4473 -0.5704 2.06 0.76 -0.89 0.11
C -1.7553 -1.3083 0.9776 1.95 -2.77 3.58 -0.22
C -1.8899 -2.9688 1.0115 0.66 1.25 1.84 -0.01
H -2.7341 5.7805 -2.2640 1.42 1.82 -1.39 0.09
H -1.6401 -4.1369 -2.2360 -0.21 -0.79 2.19 0.11
H 1.4848 2.9243 1.5801 -0.92 1.53 -1.82 0.11
H -2.1996 -8.9625 -2.0224 1.54 0.79 0.62 0.07
C 2.3378 -0.7050 4.3045 -0.31 -0.62 -0.80 -0.18
H -2.3215 6.7243 -3.9237 0.45 -0.21 2.34 0.08
H -0.9564 -8.6265 -0.8577 -0.68 0.15 -1.46 0.06
H 0.0253 0.7726 -6.6299 -0.60 -0.25 2.10 0.09
C -1.5421 0.5931 -0.6702 2.16 3.12 -1.06 -0.32
C -0.5401 2.0622 -3.0036 0.52 -1.13 4.89 -0.24
H -0.0592 7.6160 -2.4430 -0.48 -2.26 0.10 0.11
H 2.7253 4.5961 -4.3419 -0.55 -1.80 2.04 0.09
N -1.2586 -8.5135 -1.8587 -0.75 1.13 0.08 -0.07
H -3.4901 -3.0944 -0.7517 1.76 -1.18 1.33 0.10
H -0.5206 -4.2093 -0.6997 -2.44 -0.49 -1.01 0.12
S -2.4146 2.6853 -5.3979 1.28 -0.22 0.45 0.18
H -1.0149 -6.4162 -0.0279 -1.60 0.56 -1.90 0.11
C -1.3250 -7.0202 -2.2266 -0.65 0.09 -0.08 -0.29
Cl 5.4715 -4.5707 4.8957 -0.72 0.21 -0.85 0.34
C -1.5977 -4.4998 -1.1199 0.05 -0.56 0.83 -0.19
H 0.2413 0.3397 4.7394 1.15 -2.22 -0.34 0.09
H 3.8384 -2.2025 5.3993 -1.53 0.03 -1.78 0.10
H 1.5572 4.9586 -1.6439 -0.94 -1.55 -1.95 0.12
H -2.3061 -5.4619 2.5933 2.17 0.07 -0.63 0.13
O 0.4821 3.2421 -5.6845 -1.36 -0.90 1.00 -0.32
H 2.0683 -2.8193 5.1142 2.18 0.95 -1.21 0.10
C 0.7159 -0.7372 4.6075 -1.01 -0.45 -0.09 -0.19
C 0.2461 2.8170 -0.3439 -1.51 -1.72 -1.54 -0.06
P -0.5759 2.1301 -4.8936 -1.75 0.27 -2.79 0.36
H -0.6148 4.8916 -3.9854 1.95 1.25 1.17 0.07
O -0.9577 4.5870 4.8159 6.76 -2.20 -5.57 -0.02
C -2.7537 -3.7963 -0.1527 0.96 0.79 0.79 -0.16
C -1.4567 0.8516 -2.2989 1.67 1.64 2.28 -0.47
O -1.3251 -5.3491 2.3335 -2.09 3.78 0.08 -0.10
C -1.1957 -3.8592 2.2318 0.97 3.04 0.91 -0.12
C 0.2663 5.4653 -3.4197 -1.12 -0.49 -0.06 -0.17
C -0.4931 6.5286 -2.4032 -1.13 -0.13 -0.27 -0.23
H -2.1633 -6.9059 -3.0614 1.82 -0.16 1.72 0.12
C 1.0646 3.7030 0.7784 -0.58 -1.22 0.65 -0.16
H 2.0052 4.2659 0.3689 -2.10 -0.92 0.60 0.12
C -2.1191 6.6717 -2.7663 -0.10 0.20 0.78 -0.15
C -0.8841 -0.6453 2.2425 -0.57 -3.20 -1.08 -0.31
N -2.4248 -0.4981 -0.1075 3.36 0.28 0.83 -0.60
I -2.7121 -0.5578 -3.4930 1.28 1.36 1.28 0.76
H 2.3889 -2.8643 2.4996 2.26 -0.70 1.19 0.13
H -3.4274 -4.5917 0.4077 1.58 1.54 -1.23 0.11
H 0.4819 -1.3404 5.6060 0.63 1.39 -2.07 0.12
H 0.9013 6.0367 -4.2391 -1.14 -1.28 1.86 0.12
C -1.7461 -6.1218 -0.9211 0.91 -0.43 -0.04 -0.23
H 2.9207 0.1317 4.8877 -1.36 -1.68 -1.05 0.12
C -0.6814 1.5846 0.3038 -0.10 -0.06 -4.10 -0.29
H -0.0389 4.0224 -6.0866 0.59 -2.02 1.16 0.09
S -0.7951 1.2634 2.1834 0.22 -1.83 -2.30 0.82
C 1.1846 4.3359 -2.5944 0.28 1.13 1.08 -0.32
O 0.6689 4.9970 2.9522 -2.54 -1.90 1.17 -0.14
H -0.4567 6.1152 -1.3084 0.15 0.87 -2.00 0.08
H 2.4442 -0.5023 3.1328 -0.12 -0.23 2.57 0.12
H 4.1324 -2.0500 2.6527 -1.41 -2.10 0.99 0.13
C 0.0273 4.6753 1.6407 -0.13 -0.87 -1.20 -0.17
O -0.2467 0.5630 -5.6687 0.91 3.53 0.28 -0.33
C -0.3002 -3.1551 3.4393 -2.01 2.51 -3.24 0.05
C 2.9695 -2.2223 4.6149 -1.08 0.30 0.01 -0.23
H -2.5471 7.6672 -2.2670 1.00 -2.12 -1.15 0.08
H 2.6590 2.7712 -3.6096 -0.39 2.32 0.23 0.09
H 0.4142 3.0606 4.1173 -0.49 2.51 -0.41 0.13
C -0.1556 -1.5222 3.4249 -1.34 -1.31 -2.27 -0.14
O 3.1928 -5.6479 3.1335 3.56 4.41 1.91 -0.42
C 2.5670 3.9165 -3.3731 0.94 0.38 0.12 -0.11
C 0.3099 3.0899 -1.9935 -1.74 -2.63 1.33 -0.02


No. 3
74
Properties=species:S:1:pos:R:3:forces:R:3:mulliken_spin:R:1 method="wB97M-V/def2-TZVPD" spin_multiplicity=2 total_charge=0 de_lowest_kj_mol=110.4 homo_lumo_gap_ev="7.7 / 6.7" s2=0.76 energy_ev=-100870.959 lumo_energy_ev="-0.6 / -1.7" homo_energy_ev="-8.3 / -8.3"
C 1.8726 -8.0087 -3.6322 -0.74 2.37 -0.79 0.00
H 0.5128 -7.0680 -9.2501 -0.11 0.08 0.14 0.00
H -1.2603 -4.0211 -6.6634 -0.02 -0.09 -0.15 0.00
H 2.6327 -2.7533 -7.1064 0.41 -0.52 0.12 0.00
P 1.1821 -4.2473 -5.1134 0.92 -4.93 -1.29 0.03
C -0.8356 -5.5179 -8.3026 0.11 0.38 0.68 0.00
P 3.8202 -1.6863 -5.3632 3.84 -0.99 -1.34 0.00
C 3.4160 -3.1465 -6.4198 -0.27 0.07 0.14 0.00
H 3.7166 -2.9366 -1.2388 -0.37 0.25 -0.03 0.00
H 3.7801 -2.1558 2.6187 -0.31 -0.05 -0.01 0.00
C 2.8565 -2.3903 2.0592 -0.17 -0.19 -0.73 0.00
H 7.3747 -2.6023 -2.0484 -0.06 -0.06 -0.58 0.00
C 0.0190 1.1516 -2.4537 -0.07 0.16 -0.09 -0.02
N 0.5877 -5.1000 -6.5964 -0.72 0.96 0.13 0.00
H 7.3824 -4.8545 -3.7663 -0.16 0.44 0.26 0.00
C 0.3759 -6.2993 -3.3542 1.17 -1.60 -0.06 0.00
H 5.5158 -4.4135 -5.5458 0.07 0.32 0.16 0.00
H 2.0424 -2.3921 2.8129 0.31 -0.30 -0.46 0.00
H 1.1739 -3.1923 -2.2630 0.44 0.03 0.24 0.00
C 6.5085 -0.5183 -8.1782 -0.78 -0.36 0.69 0.00
H 3.4390 0.4368 -7.2802 0.20 -0.08 -0.10 0.00
Cu 0.2571 -1.2011 -4.4633 -0.98 1.03 1.46 0.43
C 0.6661 -7.6155 -2.9671 0.21 1.33 -0.78 0.00
H 4.3027 -3.4423 -7.0015 -0.36 0.49 0.03 0.00
H -0.3309 2.0890 -2.9498 0.16 -0.77 -0.38 0.00
C 2.7242 -1.1861 1.1291 -0.76 -0.79 -0.21 0.00
H 3.5118 -4.5515 -4.6823 -0.16 0.34 -0.55 0.00
H 2.9493 -1.6754 -2.2187 -0.08 -0.42 0.71 0.00
H 6.8868 -1.9432 -6.5043 -0.38 0.12 -0.10 0.00
H 5.6751 -0.8562 -3.2269 -0.15 -0.02 0.15 0.00
C 2.2578 -6.9168 -4.4217 -0.45 -0.57 0.94 0.00
H -2.0783 -2.5921 -4.1371 0.73 0.31 0.16 -0.01
N 1.3635 -5.8644 -4.2335 -0.90 0.80 0.68 0.00
H 2.1092 -6.5553 -7.1608 -0.34 0.05 -0.03 0.00
O 0.7429 0.2332 -3.2665 -0.47 -0.17 -0.37 0.34
C 1.1490 -6.1087 -7.3838 -0.39 0.44 -0.54 0.00
H 3.9952 -3.8162 0.7646 -0.23 0.27 0.24 0.00
C 4.4210 0.0129 -7.4640 0.73 -0.24 0.08 0.00
H -2.3721 -1.2365 -5.1585 0.83 0.20 0.41 0.00
H 3.1121 -6.8284 -5.0654 0.04 -0.04 0.07 0.00
H 2.3798 -8.9403 -3.5837 0.26 -0.49 0.06 0.00
C 2.9453 -4.3685 -5.6164 0.08 0.70 0.04 -0.01
C 0.3087 -6.3582 -8.4596 0.32 0.45 1.12 0.00
N 5.2114 -2.4841 -4.5610 0.17 0.40 0.64 0.00
H 2.2488 -0.3117 1.5909 1.34 0.25 0.21 0.00
H -1.6977 -5.4697 -8.9535 0.10 0.00 0.11 0.00
H 1.5221 -5.2806 1.3703 0.04 -0.13 -0.30 0.00
H -0.8875 0.6861 -1.9981 0.68 0.18 -0.09 0.00
C 6.7828 -3.9447 -3.7924 -0.91 0.41 -0.71 0.00
C 6.7970 -2.7791 -2.9583 -0.20 0.66 -0.43 0.00
H 0.4334 -4.7970 -0.6110 0.49 0.21 -0.12 0.00
C -1.7326 -1.5499 -4.2977 -0.83 0.08 -0.05 0.25
C 5.3544 0.2833 -8.4428 -0.33 -0.10 0.22 0.00
H 0.6786 1.5748 -1.6560 -0.27 -0.82 -0.29 0.02
C 1.5071 -2.9555 -1.2304 0.16 -0.02 -0.55 -0.01
H 3.4751 -0.2344 -0.5774 -1.23 0.54 -0.06 0.00
H 0.7716 -2.2126 -0.9138 -0.16 -0.05 0.14 0.00
C 5.8159 -3.7266 -4.7637 0.23 -0.16 0.65 0.00
N 4.9493 -0.9373 -6.5800 -1.04 0.89 -0.41 0.00
H 5.2220 0.9845 -9.2596 0.04 -0.14 0.20 0.00
C -0.6502 -4.7716 -7.1482 0.49 -0.50 -0.72 0.00
C 6.2310 -1.2648 -7.0440 -0.14 0.21 0.00 0.00
H 7.4218 -0.5626 -8.7610 -0.17 0.05 0.23 0.00
C 2.9933 -1.1320 -0.1884 0.70 -0.21 0.29 0.00
C 2.8758 -2.2130 -1.2391 0.49 -0.59 -0.69 0.00
C 3.1134 -3.8143 1.4209 0.07 0.68 1.00 0.00
H -2.0415 -0.9447 -3.4076 0.38 -0.45 -0.72 -0.02
H 0.0779 -8.2187 -2.3068 -0.15 -0.08 0.21 0.00
H -0.4359 -5.6558 -3.0923 -0.27 0.20 0.13 0.00
C 1.3300 -4.1982 -0.3924 -0.19 0.46 1.23 0.00
H 3.3603 -4.4453 2.2896 0.21 0.15 -0.34 0.00
H 3.0832 -5.2455 -6.2648 -0.17 0.41 0.47 0.00
C 5.8995 -1.8717 -3.5058 -0.14 -1.35 0.34 0.00
C 1.9480 -4.4804 0.7672 -0.78 -0.06 -0.70 0.00